{"formula": "C23H50N3O3", "method": "ωB97M-V/def2-TZVPD", "total_energy_ha": -1295.90092, "charge": 1, "gap_ev": 7.7, "elements": ["C", "H", "C", "H", "H", "H", "C", "H", "H", "H", "C", "H", "H", "O", "H", "C", "H", "H", "H", "H", "H", "H", "H", "H", "H", "H", "C", "H", "C", "H", "H", "H", "H", "C", "H", "H", "H", "C", "H", "H", "N", "H", "H", "H", "H", "O", "H", "H", "C", "C", "C", "H", "N", "H", "C", "H", "C", "H", "O", "H", "C", "H", "C", "C", "H", "H", "C", "H", "H", "H", "C", "C", "N", "C", "H", "C", "H", "H", "C"], "coordinates": [[-5.088, 3.455, -4.650], [-0.605, -2.525, 4.375], [1.499, -1.037, 3.507], [-0.807, -3.163, 0.518], [5.147, -1.940, 1.433], [-1.531, -0.591, 0.614], [4.185, 1.524, 0.987], [-1.774, 1.826, 0.122], [-3.251, -0.104, -5.090], [3.274, -0.469, 0.633], [-2.869, -1.110, -2.416], [-0.726, 2.408, -4.079], [-6.010, 3.554, -5.230], [-1.776, 1.332, -5.416], [-3.884, -1.508, -2.445], [-1.978, -0.545, 2.842], [5.177, 1.959, 1.298], [-2.471, -1.216, -1.401], [-3.192, -0.056, 1.078], [-2.426, -2.415, 1.758], [5.756, -0.897, 0.083], [-2.456, 2.610, -3.919], [6.416, 0.672, 2.460], [1.956, -2.676, 4.367], [2.152, -4.400, 0.707], [-0.206, 2.835, 2.392], [-2.097, 0.045, 1.361], [-1.226, -3.996, 3.541], [-0.097, -3.759, 1.146], [-2.468, 2.261, 1.726], [1.478, 0.088, 3.611], [2.583, 3.505, 0.026], [1.061, 1.271, 0.022], [3.049, 2.292, 1.813], [-5.283, 3.746, -3.616], [-1.321, 1.289, -2.057], [2.466, 1.608, 2.498], [-4.176, 1.683, -5.923], [3.967, 1.653, -0.111], [0.188, 2.875, -0.287], [0.306, -3.050, 2.423], [-1.084, -0.173, 3.414], [3.575, 3.040, 2.489], [1.992, -1.912, 1.570], [0.968, -3.705, 2.877], [-2.922, 0.252, -2.784], [6.515, -1.008, 3.112], [-3.855, 2.536, -6.528], [-0.864, -2.932, 3.362], [5.383, -0.862, 1.147], [2.017, 3.092, 0.915], [-2.261, -1.683, -3.124], [1.939, -1.663, 4.560], [-2.886, -0.145, 3.394], [-1.678, 1.868, -4.099], [-4.316, 4.120, -5.050], [1.038, -1.774, 2.172], [-0.530, -4.750, 1.492], [-4.645, 2.111, -4.649], [-5.008, 1.178, -6.427], [-1.634, 0.818, -2.997], [-2.833, 0.256, -6.749], [-3.013, 0.713, -5.772], [0.744, 2.261, 0.476], [3.767, -0.093, 2.423], [7.529, -0.554, 1.642], [-2.108, -2.132, 2.798], [-0.906, 0.044, -3.269], [-2.980, -2.403, 3.472], [1.634, 3.997, 1.489], [-0.242, 1.937, 1.700], [1.149, -4.126, 0.253], [1.095, -4.078, -1.039], [-1.715, 1.574, 1.229], [0.407, -1.068, 1.544], [4.047, -0.030, 1.334], [2.018, -4.347, -1.418], [0.182, 1.010, 2.189], [6.539, -0.402, 2.152]], "atomic_forces_ev_per_a": [[-0.04, -0.24, 0.10], [0.31, -0.24, -1.24], [0.39, -1.04, 1.57], [0.61, -0.51, 0.86], [0.23, 1.12, -0.54], [-0.33, 0.74, 0.77], [-1.43, -0.65, 0.74], [-0.09, -0.27, 1.28], [-0.17, 0.14, 0.13], [0.48, 0.47, 0.98], [-0.17, 0.29, -0.14], [0.03, -0.12, -0.05], [0.01, 0.17, -0.05], [-0.13, -0.04, 0.27], [0.02, 0.11, 0.07], [-0.94, 0.20, -0.56], [-0.98, -0.67, -0.68], [0.10, -0.18, 0.04], [1.25, 0.01, 0.16], [0.48, -0.05, 1.02], [-0.52, 0.32, 1.09], [-0.15, -0.17, 0.15], [0.28, -0.99, -0.46], [0.12, 0.16, 0.40], [-1.31, 0.19, 0.26], [-0.19, -1.28, -0.57], [-0.41, 0.41, 0.66], [0.66, 1.17, -0.29], [0.72, -1.45, -1.13], [0.79, -1.08, -0.38], [-0.19, -1.37, -0.64], [-0.78, -0.51, 0.84], [-0.35, 1.10, 0.17], [0.12, 0.99, -0.07], [-0.04, -0.11, -0.06], [0.26, 0.06, -0.03], [0.73, 0.58, -0.73], [-0.06, -0.32, 0.43], [0.62, 0.03, 1.05], [0.50, -0.75, 0.63], [0.56, -0.19, -0.04], [-0.72, -0.49, -0.66], [-0.72, -0.90, -0.71], [-1.25, -0.37, 0.68], [-0.28, 0.44, -0.18], [0.15, -0.31, -0.12], [0.04, 0.64, -1.22], [0.03, 0.03, -0.02], [-2.57, -0.63, 0.56], [-0.01, -0.49, 0.94], [-0.03, 0.16, 0.32], [0.09, -0.05, 0.10], [-0.87, 0.77, -2.46], [1.20, -0.43, -0.51], [0.16, -0.03, -0.12], [-0.06, 0.04, -0.09], [1.03, 2.56, -0.24], [0.13, 1.30, -0.51], [0.28, 0.26, -0.01], [0.11, -0.02, -0.24], [-0.39, 0.20, -0.09], [0.06, 0.14, 0.01], [0.00, 0.09, -0.24], [0.05, 0.05, 0.38], [0.06, -0.20, -1.10], [-0.87, 0.27, 0.74], [-0.17, 0.68, 0.65], [-0.04, 0.01, -0.01], [1.17, 0.04, -0.77], [0.47, -1.04, -0.63], [0.53, -0.14, -0.77], [0.68, 0.53, -1.40], [0.01, 0.00, 2.36], [0.24, 0.35, -0.73], [0.47, -1.05, 0.85], [1.41, 0.41, -0.58], [-0.62, 0.07, 0.08], [-0.38, 1.30, -0.05], [-0.39, -0.26, -0.19]], "mulliken_charge": [-0.829, 0.408, -0.330, 0.063, 0.196, -0.340, -0.575, 0.194, 0.054, 0.324, -0.352, 0.415, 0.321, -0.482, 0.323, -0.517, 0.289, -0.300, 0.553, 0.390, 0.411, 0.176, 0.284, 0.233, 0.359, 0.609, -0.057, 0.506, -0.140, 0.318, 0.316, 0.350, 0.114, 0.124, 0.229, -0.150, -0.410, -0.559, 0.355, 0.387, -0.005, 0.382, 0.408, 0.652, 0.506, -0.223, 0.305, 0.357, -0.700, -0.734, -1.166, 0.429, -0.694, 0.566, -0.533, 0.376, -0.226, 0.491, -0.243, 0.412, 0.105, 0.416, -0.271, -0.296, 0.181, 0.301, -0.756, 0.406, 0.362, 0.420, 0.537, -0.278, -0.538, -1.143, -0.184, -0.226, 0.294, -0.895, -1.059]}